1.
# C2H5NO2S

A 2-piece molecular cluster, C2H5NO2S overall (the ωB97M-V functional and the def2-TZVPD basis, OMol25).

The geometry in ORCA input format:
```
! wB97M-V def2-TZVPD RIJCOSX def2/J DEFGRID3
* xyz 0 1
N 1.342 2.764 0.367
C 1.953 1.734 0.554
O 2.634 0.817 0.657
H 0.417 2.990 0.527
O -0.984 0.050 -0.573
C -0.366 -1.104 -0.109
S -1.524 -2.526 -0.536
H -1.379 -0.132 -1.401
H -0.296 -1.121 0.939
H 0.664 -1.230 -0.637
H -2.462 -2.243 0.212
*
```

The calculation puts the HOMO energy at -9.575 eV. The calculation puts the gap between HOMO and LUMO at 10.25 eV. The value obtained for the energy above the lowest of the compared OMol25 structures with the same formula, charge and spin is 24.4 kcal per mole. The calculation puts the total energy at -18574.5118 eV. Its structure (SMILES) is N=C=O.OCS.

Here are the Mulliken charges for atoms 1 to 4, given in e:
1 N -0.4827
2 C 0.5924
3 O -0.3871
4 H 0.2875

2.
# C5H11B

One molecule with the formula C5H11B (the ωB97M-V functional and the def2-TZVPD basis, OMol25).

The geometry in ORCA input format:
```
! wB97M-V def2-TZVPD RIJCOSX def2/J DEFGRID3
* xyz 0 1
C -2.261 0.573 1.590
C -1.747 0.415 0.405
B -0.277 -0.116 0.215
C 0.776 0.595 1.183
C 0.221 -0.917 -1.080
C 1.629 -0.581 -1.768
H -3.250 0.832 1.917
H -1.638 0.377 2.392
H -2.268 0.594 -0.558
H 1.553 -0.038 1.472
H 0.443 0.889 2.129
H 1.301 1.519 0.862
H -0.633 -0.813 -1.930
H 0.180 -1.921 -0.840
H 1.428 -0.300 -2.852
H 2.119 0.306 -1.315
H 2.423 -1.414 -1.821
*
```

The calculation puts the HOMO energy at -9.939 eV. The calculation puts the gap between HOMO and LUMO at 10.54 eV. The value obtained for the energy above the lowest of the compared OMol25 structures with the same formula, charge and spin is 35.3 kcal per mole. The calculation puts the total energy at -6038.0210 eV. Its structure (SMILES) is C=CB(C)CC.

Here are the Mulliken charges for atoms 1 to 4, given in e:
1 C -0.7743
2 C 0.0572
3 B 0.1351
4 C -1.3369

3.
# C26H44FN3O11P

A 2-piece molecular cluster, C26H44FN3O11P overall (the ωB97M-V functional and the def2-TZVPD basis, OMol25).

The geometry in ORCA input format:
```
! wB97M-V def2-TZVPD RIJCOSX def2/J DEFGRID3
* xyz 1 1
C -6.238 1.346 3.496
C -5.044 2.346 2.892
O -5.090 2.845 1.644
O -3.929 2.674 3.800
C -2.637 2.189 3.273
C -2.679 0.626 2.732
C -2.777 0.533 1.071
C -4.150 -0.297 0.635
C -3.942 -1.163 -0.771
C -4.916 -0.676 -1.997
C -4.140 -0.365 -3.412
C -3.272 1.065 -3.370
O -2.103 1.008 -2.479
C -0.894 0.526 -3.164
O -0.782 0.195 -4.453
C 0.459 0.319 -2.229
C 0.709 -1.240 -1.677
O -0.178 -2.363 -2.030
C 2.026 -1.458 -0.712
C 2.279 -2.996 -0.114
C 0.991 -3.586 0.722
C 0.197 -2.375 1.533
N -0.382 -3.002 2.804
N 2.958 -0.319 -0.364
C 2.765 1.129 -0.853
P 4.039 2.412 -0.236
O 5.292 2.619 -1.183
O 4.695 1.752 1.278
O 3.273 3.940 0.248
C 1.499 1.566 -1.828
C 1.190 3.084 -2.367
C 2.462 3.847 -3.066
C 3.477 2.878 -3.914
C 4.640 3.764 -4.717
N 5.488 4.618 -3.801
H -6.514 1.688 4.604
H -5.730 0.271 3.544
H -7.194 1.314 2.802
H -1.861 2.226 4.166
H -2.266 2.923 2.426
H -1.665 0.132 3.088
H -3.542 0.021 3.254
H -2.873 1.639 0.684
H -1.796 0.061 0.617
H -5.073 0.425 0.594
H -4.318 -1.095 1.505
H -4.223 -2.286 -0.501
H -2.796 -1.152 -1.010
H -5.671 -1.572 -2.220
H -5.575 0.203 -1.591
H -4.998 -0.194 -4.224
H -3.457 -1.241 -3.784
H -3.049 1.487 -4.448
H -4.024 1.848 -2.876
H -1.139 -2.082 -2.083
H 2.475 -3.746 -1.021
H 3.189 -2.986 0.653
H 1.349 -4.384 1.527
H 0.227 -4.150 0.012
H 0.930 -1.534 1.886
H -0.694 -1.909 0.934
H -0.198 -2.310 3.580
H -1.438 -2.986 2.675
H 3.782 -0.527 0.274
H 3.878 1.297 1.679
H 2.366 3.712 0.646
H 0.328 3.035 -3.182
H 0.770 3.793 -1.513
H 3.024 4.541 -2.279
H 1.996 4.610 -3.857
H 3.928 1.980 -3.315
H 2.820 2.392 -4.784
H 5.372 3.064 -5.349
H 4.151 4.512 -5.508
H 5.490 5.635 -4.111
H 5.133 4.646 -2.821
C 3.461 -5.700 4.938
C 3.450 -5.641 3.448
O 2.865 -4.389 3.172
C 3.191 -3.603 4.236
O 3.104 -2.386 4.240
O 3.636 -4.344 5.296
F 2.655 -6.606 2.934
H 2.517 -6.066 5.354
H 4.277 -6.316 5.324
H 4.444 -5.693 2.990
*
```

The calculation puts the HOMO energy at -10.716 eV. The calculation puts the gap between HOMO and LUMO at 5.40 eV. The value obtained for the energy above the lowest of the compared OMol25 structures with the same formula, charge and spin is 449.3 kcal per mole. The calculation puts the total energy at -66652.2950 eV.

Here are the Mulliken charges for atoms 1 to 4, given in e:
1 C -0.7365
2 C 0.6160
3 O -0.5388
4 O -0.3508

4.
# C4H7NO

One molecule with the formula C4H7NO (the ωB97M-V functional and the def2-TZVPD basis, OMol25).

The geometry in ORCA input format:
```
! wB97M-V def2-TZVPD RIJCOSX def2/J DEFGRID3
* xyz 0 1
O 2.297 -1.562 1.611
C 1.712 -0.776 0.912
C 0.271 -0.296 1.108
N -0.151 0.142 -0.179
C -1.068 -0.212 -1.190
C -0.777 1.230 -0.819
H 2.159 -0.327 -0.006
H 0.275 0.535 1.829
H -0.328 -1.109 1.541
H -2.074 -0.581 -0.964
H -0.618 -0.676 -2.069
H -0.131 1.836 -1.457
H -1.568 1.795 -0.317
*
```

The calculation puts the HOMO energy at -8.815 eV. The calculation puts the gap between HOMO and LUMO at 9.79 eV. The value obtained for the energy above the lowest of the compared OMol25 structures with the same formula, charge and spin is 69.2 kcal per mole. The calculation puts the total energy at -7796.6433 eV. Its structure (SMILES) is O=CCN1CC1.

Here are the Mulliken charges for atoms 1 to 4, given in e:
1 O -0.4788
2 C 0.0470
3 C -0.4769
4 N 0.0205

5.
# C5H8N2

One molecule with the formula C5H8N2 (the ωB97M-V functional and the def2-TZVPD basis, OMol25).

The geometry in ORCA input format:
```
! wB97M-V def2-TZVPD RIJCOSX def2/J DEFGRID3
* xyz 0 1
C -1.810 -0.945 0.134
C -0.723 -0.007 -0.326
C -0.473 1.302 0.331
N 0.418 0.171 0.566
C 1.730 0.303 -0.004
C 2.152 -1.599 -0.701
N 2.601 -0.989 0.225
H -1.963 -0.847 1.214
H -1.537 -1.983 -0.080
H -2.758 -0.728 -0.372
H -0.502 -0.039 -1.396
H -0.118 2.119 -0.299
H -1.063 1.612 1.192
H 1.718 0.640 -1.058
H 2.329 0.990 0.575
*
```

The calculation puts the HOMO energy at -9.814 eV. The calculation puts the gap between HOMO and LUMO at 10.64 eV. The value obtained for the energy above the lowest of the compared OMol25 structures with the same formula, charge and spin is 83.4 kcal per mole. The calculation puts the total energy at -8291.3796 eV.

Here are the Mulliken charges for atoms 1 to 4, given in e:
1 C -1.3744
2 C 0.3770
3 C -0.5075
4 N -0.3430

6.
# C3H4FeO2

C3H4FeO2 as an isolated structure (the ωB97M-V functional and the def2-TZVPD basis, OMol25).

The geometry in ORCA input format:
```
! wB97M-V def2-TZVPD RIJCOSX def2/J DEFGRID3
* xyz 1 6
C 0.155 1.033 0.194
C 0.457 0.501 -1.058
H 1.464 0.164 -1.316
H -0.317 0.670 -1.817
C -0.744 -0.422 0.199
O -0.428 -1.588 0.420
Fe -1.233 -3.289 0.810
H -1.812 -0.143 0.169
O 1.091 1.080 1.125
H 1.367 1.995 1.273
*
```

The calculation puts the HOMO energy (spin up / spin down) at -11.457 / -12.468 eV. The calculation puts the gap between HOMO and LUMO (spin up / spin down) at 6.23 / 6.56 eV. The value obtained for the energy above the lowest of the compared OMol25 structures with the same formula, charge and spin is 70.1 kcal per mole. The calculation puts the total energy at -41643.5301 eV. As for the expectation value of S²: 8.84.

Here are the Mulliken charges for atoms 1 to 4, given in e:
1 C 0.3255
2 C -0.6244
3 H 0.3122
4 H 0.3184

7.
# C3H7N5

A 2-piece molecular cluster, C3H7N5 overall (the ωB97M-V functional and the def2-TZVPD basis, OMol25).

The geometry in ORCA input format:
```
! wB97M-V def2-TZVPD RIJCOSX def2/J DEFGRID3
* xyz 0 1
C 0.721 -0.644 0.040
C -1.437 0.069 -0.026
C 0.684 0.751 0.064
H 1.995 -1.986 1.205
H 2.553 -1.519 -0.716
H -0.676 -1.939 -0.113
H -2.851 -1.041 0.577
H -1.501 2.189 0.604
H 2.561 1.110 -0.472
H 2.037 1.899 0.907
N 1.776 -1.668 0.104
N -0.650 -0.994 -0.336
N -2.764 -0.073 0.107
N -0.681 1.103 -0.155
N 1.760 1.664 -0.071
*
```

The calculation puts the HOMO energy at -7.446 eV. The calculation puts the gap between HOMO and LUMO at 7.16 eV. The value obtained for the energy above the lowest of the compared OMol25 structures with the same formula, charge and spin is 121.5 kcal per mole. The calculation puts the total energy at -10669.7321 eV.

Here are the Mulliken charges for atoms 1 to 4, given in e:
1 C -0.0058
2 C 0.4655
3 C 0.0191
4 H 0.2840

8.
# C17H14BrN3O3S

One molecule with the formula C17H14BrN3O3S (the ωB97M-V functional and the def2-TZVPD basis, OMol25).

The geometry in ORCA input format:
```
! wB97M-V def2-TZVPD RIJCOSX def2/J DEFGRID3
* xyz 0 1
C -3.893 -4.346 -2.185
C -3.103 -3.151 -1.693
N -2.957 -2.094 -2.470
C -2.299 -1.022 -1.985
S -2.056 0.423 -2.925
C -1.192 1.131 -1.556
C -1.103 0.281 -0.495
C -1.772 -0.994 -0.719
C -1.930 -2.079 0.125
C -1.285 -2.127 1.483
C -2.638 -3.184 -0.374
Br -2.958 -4.736 0.709
N -0.465 0.720 0.655
C 0.042 2.089 0.853
C 1.546 2.098 1.028
C 2.126 2.883 2.043
C 3.494 2.914 2.236
C 4.334 2.160 1.389
O 5.667 2.112 1.551
C 3.783 1.317 0.420
O 4.624 0.580 -0.378
C 2.405 1.311 0.247
N -0.198 2.963 -0.265
C -0.799 2.487 -1.419
O -0.721 3.179 -2.416
H -3.261 -5.266 -2.359
H -4.717 -4.632 -1.478
H -4.347 -4.101 -3.144
H -1.812 -1.355 2.130
H -1.427 -3.081 1.977
H -0.225 -1.922 1.406
H -0.423 0.079 1.438
H -0.439 2.508 1.728
H 1.482 3.538 2.622
H 3.910 3.552 2.981
H 5.931 1.460 0.879
H 4.149 -0.063 -0.925
H 2.004 0.724 -0.613
H 0.524 3.644 -0.499
*
```

The calculation puts the HOMO energy at -7.941 eV. The calculation puts the gap between HOMO and LUMO at 7.94 eV. The calculation puts the total energy at -109347.0608 eV. Its structure (SMILES) is Cc1nc2sc3c(c2c(C)c1Br)N[C@@H](c1ccc(O)c(O)c1)NC3=O.

Here are the Mulliken charges for atoms 1 to 4, given in e:
1 C -1.5030
2 C 0.9916
3 N -0.6498
4 C -0.2631